Entry one
One molecule with the formula C3H3NS2. Source: the OMol25 dataset; level of theory: ωB97M-V/def2-TZVPD.

Values from the calculation:
- lowest unoccupied orbital energy (eV) = -0.354
- Kohn-Sham gap (eV) = 8.7
- HOMO (eV) = -9.0

Structure (XYZ):
```
9
Properties=species:S:1:pos:R:3:nbo_charge:R:1
C 0.333 0.231 1.074 -0.6394
C -0.265 0.124 -0.302 -0.3734
C 0.560 -0.953 -1.318 0.2491
N 1.020 -1.562 -2.168 -0.3236
S -1.982 0.049 -0.454 0.1922
S -0.817 1.560 -1.140 0.1825
H -0.048 -0.669 1.625 0.2253
H -0.195 1.104 1.587 0.2466
H 1.394 0.116 1.096 0.2408
```

Entry two
C3H3NS2 as an isolated structure. Source: the OMol25 dataset; level of theory: ωB97M-V/def2-TZVPD.

Values from the calculation:
- lowest unoccupied orbital energy (eV) = -1.620
- Kohn-Sham gap (eV) = 7.8
- HOMO (eV) = -9.4

Structure (XYZ):
```
9
Properties=species:S:1:pos:R:3:nbo_charge:R:1
C -1.608 0.451 -0.769 -0.4157
C 0.623 0.050 0.714 -0.7139
C 1.865 -0.397 -0.051 0.2367
H -1.871 1.072 -1.839 0.2834
H -0.354 -1.015 0.754 0.2801
H 0.932 0.250 1.981 0.2752
N 2.649 -0.970 -0.732 -0.3228
S -2.026 -1.005 -0.004 0.1196
S -0.211 1.564 -0.054 0.2575
```

Bottom line: entry one, by a margin of 60.0 kcal/mol.

Entry one
One molecule with the formula CH3N5O. Source: the OMol25 dataset; level of theory: ωB97M-V/def2-TZVPD.

Values from the calculation:
- lowest unoccupied orbital energy (eV) = 0.094
- Kohn-Sham gap (eV) = 8.9
- HOMO (eV) = -8.8

Structure (XYZ):
```
10
Properties=species:S:1:pos:R:3:nbo_charge:R:1
N 2.419 0.337 -0.040 -0.6372
N 1.460 -0.688 -0.029 -0.2953
C 0.248 -0.365 -0.081 0.4998
N -0.917 -1.196 0.028 -0.1704
N -1.908 -0.432 0.084 0.0275
N -1.584 0.872 -0.106 -0.1543
O -0.156 0.923 -0.079 -0.3670
H 2.140 1.139 0.491 0.3451
H 3.259 -0.091 0.412 0.3672
H -1.925 1.506 0.651 0.3846
```

Entry two
One molecule with the formula CH3N5O. Source: the OMol25 dataset; level of theory: ωB97M-V/def2-TZVPD.

Values from the calculation:
- lowest unoccupied orbital energy (eV) = -0.451
- Kohn-Sham gap (eV) = 9.2
- HOMO (eV) = -9.6

Structure (XYZ):
```
10
Properties=species:S:1:pos:R:3:nbo_charge:R:1
H -1.868 -0.116 1.369 0.3527
N -1.196 0.541 1.528 -0.6199
C -0.339 0.625 0.602 0.4350
N 0.928 1.252 0.656 -0.2327
N 1.513 1.100 -0.430 0.0730
N 0.921 0.062 -1.082 -0.2992
N -0.341 -0.160 -0.581 -0.0491
O -0.636 -1.545 -0.369 -0.5204
H 1.042 0.036 -2.159 0.4045
H -0.023 -1.795 0.466 0.4561
```

Bottom line: entry one, by a margin of 15.3 kcal/mol.

Entry one
C4H13N2S2 as an isolated structure. Source: the OMol25 dataset; level of theory: ωB97M-V/def2-TZVPD.

Values from the calculation:
- lowest unoccupied orbital energy (eV) = -7.798
- charge = +1
- Kohn-Sham gap (eV) = 5.4
- HOMO (eV) = -13.2

Structure (XYZ):
```
21
Properties=species:S:1:pos:R:3:nbo_charge:R:1
S 0.989 0.643 3.129 -0.0679
S -0.701 -0.212 -2.447 0.4639
C 0.142 -1.457 -1.525 -0.5971
C -0.127 -1.144 -0.028 -0.0338
C -0.007 0.382 0.104 -0.2289
N -1.183 1.003 -0.465 -0.3252
C -0.919 2.283 -1.175 -0.4631
N 0.735 -1.853 0.833 -0.8243
H 2.432 1.562 5.784 0.0383
H -0.144 -2.450 -1.880 0.2886
H 1.200 -1.284 -1.739 0.2545
H -1.173 -1.353 0.229 0.2157
H 0.942 0.727 -0.315 0.2319
H 0.038 0.596 1.184 0.2175
H -1.627 0.390 -1.200 0.3230
H -0.074 2.279 -1.863 0.2242
H -1.817 2.510 -1.754 0.2353
H -0.818 3.093 -0.452 0.2521
H 0.411 -2.701 1.261 0.4058
H 1.687 1.657 5.677 -0.0145
H 1.305 -1.320 1.482 0.4038
```

Entry two
An isolated ion of composition C4H13N2S2 and charge +1. Source: the OMol25 dataset; level of theory: ωB97M-V/def2-TZVPD.

Values from the calculation:
- lowest unoccupied orbital energy (eV) = -3.222
- charge = +1
- Kohn-Sham gap (eV) = 10.0
- HOMO (eV) = -13.2

Structure (XYZ):
```
21
Properties=species:S:1:pos:R:3:nbo_charge:R:1
C 0.594 0.259 1.882 -0.6892
C 0.826 0.022 0.461 0.1043
N 1.231 -1.349 0.133 -0.9025
S 2.014 1.283 -0.322 0.0052
C -0.755 -0.006 -0.396 0.0237
C -0.561 0.168 -1.898 -0.6582
N -1.336 -1.224 0.011 -0.7995
S -1.743 1.397 0.322 0.0328
H -0.306 -0.297 2.186 0.2078
H 1.431 -0.058 2.504 0.2546
H 0.532 1.309 2.095 0.2561
H 1.733 -1.388 -0.783 0.3998
H 2.073 -1.663 0.712 0.4187
H 1.579 2.344 0.246 0.1373
H -0.739 1.179 -2.161 0.2610
H 0.378 -0.168 -2.226 0.2377
H -1.429 -0.245 -2.353 0.2219
H -2.028 -1.814 -0.649 0.4508
H -1.850 -1.236 0.883 0.4523
H -0.375 -1.733 -0.018 0.4763
H -2.430 1.420 -0.718 0.1091
```

Bottom line: entry two, by a margin of 163.1 kcal/mol.

Entry one
A 2-piece molecular cluster, C5H7ClO3 overall. Source: the OMol25 dataset; level of theory: ωB97M-V/def2-TZVPD.

Values from the calculation:
- lowest unoccupied orbital energy (alpha / beta) (eV) = 0.138 / 0.058
- Kohn-Sham gap (alpha / beta) (eV) = 8.4 / 8.3
- HOMO (alpha / beta) (eV) = -8.3 / -8.2

Structure (XYZ):
```
16
Properties=species:S:1:pos:R:3:nbo_charge:R:1
C -0.036 -0.770 0.771 0.8535
C 0.016 1.525 -1.775 -0.0010
C 0.912 0.807 -0.944 0.1272
C -1.538 1.364 -1.606 -0.6628
C 0.809 -2.047 2.512 -0.2591
O -1.228 -0.821 0.797 -0.5654
O 0.739 2.148 -0.742 -0.4749
O 0.980 -1.154 1.430 -0.4839
Cl 2.466 0.201 -1.390 -0.0111
H 0.384 1.867 -2.811 0.1864
H -2.021 1.674 -2.545 0.2213
H -1.855 1.799 -0.668 0.2379
H -1.849 0.263 -1.309 0.2400
H -0.105 -1.803 2.921 0.1932
H 1.590 -2.021 3.220 0.2073
H 0.735 -3.031 2.139 0.1913
```

Entry two
One molecule with the formula C5H7ClO3. Source: the OMol25 dataset; level of theory: ωB97M-V/def2-TZVPD.

Values from the calculation:
- lowest unoccupied orbital energy (eV) = 0.676
- Kohn-Sham gap (eV) = 11.9
- HOMO (eV) = -11.3

Structure (XYZ):
```
16
Properties=species:S:1:pos:R:3:nbo_charge:R:1
C -0.667 -0.518 2.064 -0.6086
C 0.520 -0.238 1.117 -0.4454
C 0.055 -0.119 -0.309 0.2590
Cl -1.076 -1.403 -0.873 -0.0536
C 1.108 -0.026 -1.423 -0.1074
O 0.295 0.579 -2.461 -0.4994
C -0.752 1.174 -1.872 0.9780
O -1.684 1.580 -2.343 -0.5074
O -0.468 1.182 -0.495 -0.5416
H -0.562 -1.487 2.531 0.2151
H -0.685 0.220 2.852 0.2142
H -1.618 -0.444 1.558 0.2259
H 0.887 0.741 1.381 0.2363
H 1.288 -0.994 1.191 0.2214
H 1.844 0.746 -1.254 0.2029
H 1.514 -0.995 -1.663 0.2106
```

Bottom line: entry two, by a margin of 109.1 kcal/mol.

Entry one
A 2-piece molecular cluster, C3H9NO2S2 overall. Source: the OMol25 dataset; level of theory: ωB97M-V/def2-TZVPD.

Values from the calculation:
- lowest unoccupied orbital energy (eV) = 0.247
- Kohn-Sham gap (eV) = 8.8
- HOMO (eV) = -8.5

Structure (XYZ):
```
17
Properties=species:S:1:pos:R:3:nbo_charge:R:1
N -0.070 1.809 -0.080 -0.8530
C -1.137 0.939 0.264 -0.1664
C -1.998 1.746 1.321 0.4418
O -2.591 1.280 2.250 -0.5208
C -0.697 -0.447 0.866 -0.5811
S -0.678 -1.727 -0.384 0.1345
S 1.226 -1.396 -1.070 -0.2016
H 0.789 1.884 0.445 0.3702
H 0.302 1.605 -1.002 0.3771
H -1.844 0.691 -0.536 0.2299
H -1.872 2.851 1.243 0.1180
H -1.364 -0.685 1.708 0.2662
H 0.247 -0.255 1.354 0.2218
H 1.247 -1.448 -2.442 0.1626
O 3.901 0.711 -1.053 -0.9305
H 3.360 0.244 -0.406 0.4677
H 3.881 1.613 -0.683 0.4637
```

Entry two
A 2-piece molecular cluster, C3H9NO2S2 overall. Source: the OMol25 dataset; level of theory: ωB97M-V/def2-TZVPD.

Values from the calculation:
- lowest unoccupied orbital energy (eV) = 0.156
- Kohn-Sham gap (eV) = 9.4
- HOMO (eV) = -9.2

Structure (XYZ):
```
17
Properties=species:S:1:pos:R:3:nbo_charge:R:1
N 0.331 1.355 1.664 -0.8397
C 0.561 1.965 0.468 0.6757
O 0.856 3.143 0.357 -0.6050
C 0.380 1.058 -0.731 -0.5215
C -0.868 0.191 -0.701 -0.5587
S -1.354 -0.362 -2.356 0.1176
S -0.561 -2.208 -2.551 -0.1382
H 0.198 0.349 1.758 0.4069
H 0.591 1.806 2.521 0.3993
H 0.451 1.693 -1.613 0.2410
H 1.248 0.430 -0.869 0.2245
H -1.722 0.747 -0.305 0.2296
H -0.721 -0.575 0.050 0.2433
H -1.586 -2.963 -2.111 0.1175
O 0.520 -1.929 1.593 -0.9648
H 1.493 -1.929 1.545 0.4853
H 0.184 -2.770 1.279 0.4872
```

Bottom line: entry two, by a margin of 41.0 kcal/mol.

Entry one
One molecule with the formula H3N2OP. Source: the OMol25 dataset; level of theory: ωB97M-V/def2-TZVPD.

Values from the calculation:
- lowest unoccupied orbital energy (eV) = 0.433
- Kohn-Sham gap (eV) = 9.4
- HOMO (eV) = -9.0

Structure (XYZ):
```
7
Properties=species:S:1:pos:R:3:nbo_charge:R:1
N -1.173 0.345 0.312 -0.6552
N 0.048 -0.193 -0.054 -0.8021
P 1.524 -0.032 0.728 1.3824
O 2.517 -0.732 -0.085 -1.0445
H -1.117 1.327 0.457 0.3617
H -1.773 0.010 -0.413 0.3620
H -0.026 -0.725 -0.947 0.3956
```

Entry two
A 2-piece molecular cluster, H3N2OP overall. Source: the OMol25 dataset; level of theory: ωB97M-V/def2-TZVPD.

Values from the calculation:
- lowest unoccupied orbital energy (alpha / beta) (eV) = -0.428 / -0.954
- Kohn-Sham gap (alpha / beta) (eV) = 8.2 / 6.5
- HOMO (alpha / beta) (eV) = -8.7 / -7.4

Structure (XYZ):
```
7
Properties=species:S:1:pos:R:3:nbo_charge:R:1
N 0.955 -0.472 0.155 -0.4472
N 0.875 0.616 -0.654 -0.5773
O -2.643 0.046 0.980 -0.9522
P -1.767 -1.034 1.422 0.9555
H 1.052 0.562 -1.664 0.3627
H 1.290 1.400 -0.179 0.3655
H 0.237 -1.119 -0.059 0.2930
```

Bottom line: entry one, by a margin of 68.3 kcal/mol.